(1)
Entry from the OMol25 dataset: a structure of composition C29H35IrN5O2PS3 in a non-equilibrium geometry (ωB97M-V with the def2-TZVPD basis set).

Geometry as XYZ:
```
76
Properties=species:S:1:pos:R:3:mulliken_charge:R:1
Ir 0.31733 0.88334 1.38005 2.0404
S 1.51208 0.77543 5.66992 -0.2664
C -0.19059 0.94997 5.67712 -0.4858
C -0.72292 1.04098 4.42498 -1.0005
C 0.26644 0.95707 3.40567 -0.3620
C 1.51769 0.83294 3.95208 0.0281
C 2.64815 0.88716 3.06532 1.2210
C 3.99071 0.77672 3.42220 -0.9650
C 4.96072 0.94225 2.45839 -0.5815
C 4.58114 1.22374 1.14900 -1.0532
C 3.24112 1.29918 0.85187 -0.1316
N 2.29028 1.11901 1.77460 0.4662
H -0.71438 0.98710 6.61922 0.4913
H -1.77909 1.18029 4.25040 0.4046
H 4.24858 0.57428 4.45245 0.4578
H 6.00776 0.87572 2.72183 0.4379
H 5.31116 1.38238 0.36942 0.4849
H 2.90038 1.52970 -0.14828 0.5076
S 0.05282 3.12410 1.38761 -0.4267
N 0.26521 0.79284 -0.81695 0.1393
S 1.21054 0.68145 -2.09020 -0.3510
C 0.31553 1.47368 -3.40376 0.8951
C -0.91042 0.97566 -3.82720 -0.1226
C -1.59425 1.65174 -4.82190 -0.8243
C -1.05234 2.80180 -5.38505 -0.4506
C 0.17483 3.28478 -4.95808 -0.6599
C 0.86771 2.61995 -3.95597 -0.5894
C 1.22555 -1.00559 -2.70124 0.7706
C 2.22668 -1.36327 -3.59460 -0.5641
C 2.31327 -2.68046 -4.01167 -0.7095
C 1.41093 -3.62168 -3.52695 -0.6379
C 0.42021 -3.24764 -2.63326 -0.7776
C 0.32735 -1.92940 -2.20581 0.1508
H -0.71477 0.83835 -1.08384 -0.0781
H -1.32393 0.07517 -3.39074 0.1882
H -2.54950 1.27726 -5.16367 0.4309
H -1.59352 3.32323 -6.16326 0.4043
H 0.59472 4.17706 -5.40186 0.4086
H 1.82416 2.98783 -3.60695 0.4143
H 2.93014 -0.62294 -3.95802 0.4448
H 3.08666 -2.97645 -4.70739 0.4164
H 1.49187 -4.65407 -3.84008 0.4142
H -0.27379 -3.98438 -2.25061 0.4223
H -0.40612 -1.62603 -1.46776 0.3302
N -3.33249 -1.87825 0.27836 -0.0221
C -3.98442 -0.72683 0.98869 -0.7350
P -3.07305 0.72330 0.30103 0.0695
O -3.24601 0.53575 -1.17141 -0.8092
O -1.64522 0.59466 0.78893 0.3673
C -3.90196 2.19548 0.93015 -0.7401
N -3.21104 3.36283 0.38807 -0.5470
H -3.20059 -1.56473 -0.69649 0.3498
H -3.87635 -2.73689 0.30795 0.4173
H -2.37742 -2.07324 0.67273 -0.1816
H -3.88863 -0.87440 2.05572 0.3569
H -5.02937 -0.69213 0.68682 0.5266
H -3.82030 2.19451 2.01988 0.3994
H -4.96035 2.12867 0.65129 0.4568
H -3.60697 4.22177 0.74704 0.2398
H -3.28840 3.38269 -0.62238 0.2036
H -1.23654 3.17631 0.97907 0.1849
C -1.54948 -1.68489 3.05447 -1.0070
C -0.53928 -2.04380 2.01603 -0.1335
C -0.31375 -3.32980 1.56123 -0.6965
C 0.88409 -3.30042 0.82156 -1.0784
C 1.33746 -2.00372 0.84416 0.5445
C 2.64636 -1.54605 0.29717 -0.9440
N 0.45610 -1.19983 1.54186 0.2405
H -2.35052 -2.42790 3.06743 0.3768
H -1.95694 -0.68969 2.92019 -0.2691
H -1.09622 -1.70522 4.04630 0.4068
H -0.91742 -4.19436 1.80003 0.5337
H 1.38670 -4.12941 0.34803 0.6141
H 3.03897 -2.29826 -0.38654 0.4051
H 3.38022 -1.39858 1.09426 0.3622
H 2.56674 -0.60776 -0.24867 -0.2239
```

Computed properties:
2S+1: 2
Energy relative to the best compared isomer or geometry (same formula, charge and spin) in kJ/mol: 48.4
Net charge: +1



(2)
Entry from the OMol25 dataset: the ion C2H5Br3NO with charge +1 in a non-equilibrium geometry (ωB97M-V with the def2-TZVPD basis set).

Geometry as XYZ:
```
12
Properties=species:S:1:pos:R:3:mulliken_charge:R:1
C -0.85394 0.48953 0.80392 -0.2119
C -0.04322 -0.40000 -0.23251 -0.0432
N 1.32334 -0.01447 -0.29104 -0.1348
O -0.52300 -0.42261 -1.50622 -0.4830
Br -0.14580 2.41834 0.75646 -0.1075
Br -0.15797 -2.19669 0.66123 -0.0165
Br -2.73491 0.41187 0.35592 0.0005
H -0.46754 0.20686 1.82850 0.5204
H 1.79620 -0.36349 -1.13482 0.3738
H 1.87410 -0.51379 0.44967 0.4586
H 1.38691 1.01474 -0.11126 0.2237
H -1.45417 -0.63029 -1.57984 0.4199
```

Computed properties:
Energy relative to the best compared isomer or geometry (same formula, charge and spin) in kJ/mol: 54.8
SMILES: [NH3+][C@@](O)(Br)C(Br)Br
Net charge: +1



(3)
Entry from the OMol25 dataset: an isolated molecule of C3HFO in a non-equilibrium geometry (ωB97M-V with the def2-TZVPD basis set).

Geometry as XYZ:
```
6
Properties=species:S:1:pos:R:3:mulliken_charge:R:1
C 0.20876 -0.03886 -0.04578 0.0682
C 1.39873 0.09482 0.08009 -0.5182
C 3.23750 0.12218 -0.00850 0.5092
O 3.86455 1.09707 -0.08143 -0.3222
F 3.81856 -1.04157 0.05250 -0.1560
H -0.76052 -0.27245 -0.15304 0.4190
```

Computed properties:
Energy relative to the best compared isomer or geometry (same formula, charge and spin) in kJ/mol: 92.8
SMILES: C#CC(=O)F



(4)
Entry from the OMol25 dataset: a structure of composition C16H19BN6STi in a non-equilibrium geometry (ωB97M-V with the def2-TZVPD basis set).

Geometry as XYZ:
```
44
Properties=species:S:1:pos:R:3:mulliken_charge:R:1
H -0.08549 3.11096 0.79372 0.4264
N 0.19609 1.74341 -0.83461 0.1961
B 0.72620 0.76116 -3.12443 0.0853
N 0.67527 1.94945 -2.12524 0.0408
C 0.92922 3.25514 -2.32970 -0.1154
Ti -0.16405 -0.33561 -0.28596 0.4091
H 1.31149 3.59552 -3.28591 0.4285
C 0.63931 3.94065 -1.15589 -1.1240
H 0.75266 4.99731 -1.00376 0.3894
C 0.20786 2.97310 -0.23303 -0.2657
H 1.07145 1.16038 -4.19321 -0.1212
C -1.69755 -2.33237 0.81138 -0.6697
H -2.00854 -2.11044 1.83982 0.3033
H -0.70110 -2.78318 0.83828 0.2380
H -2.38827 -3.09746 0.41464 0.3671
N -0.71558 0.12758 -3.10983 -0.3463
N 1.71317 -0.29337 -2.58101 -0.0156
N -1.31782 -0.37675 -1.95508 0.4449
N 1.43192 -0.94078 -1.37919 0.1637
C -1.56285 -0.03373 -4.13090 -0.1037
C 2.82424 -0.81794 -3.12743 -0.1283
H -1.27072 0.29709 -5.11824 0.4429
H 3.19963 -0.43598 -4.06131 0.4431
C -2.71982 -0.65862 -3.66953 -1.1643
C 3.30288 -1.82571 -2.28859 -1.0914
C -2.53858 -0.86398 -2.29787 -0.1564
C 2.42977 -1.85949 -1.19900 -0.2662
H -3.58169 -0.94092 -4.23060 0.4000
H 4.17324 -2.42848 -2.46172 0.3993
H -3.16504 -1.33844 -1.54982 0.4034
H 2.45869 -2.48986 -0.32442 0.4361
H -1.74450 -1.40119 0.16311 0.0025
S 0.91505 -0.15056 1.76962 -0.3836
C -0.21307 -0.44415 3.04258 0.3165
C 0.08806 -1.42699 4.01438 -0.4372
C -0.79837 -1.63106 5.07608 -0.4422
C -1.97488 -0.86176 5.17667 -0.4648
C -2.26892 0.09721 4.19663 -0.5268
C -1.38795 0.32649 3.13559 -0.1963
H 1.02255 -1.99783 3.90846 0.3540
H -0.55833 -2.39198 5.82120 0.3454
H -2.62924 -1.01723 6.04590 0.3503
H -3.17590 0.67907 4.28420 0.3793
H -1.60648 1.08072 2.38232 0.2536
```

Computed properties:
2S+1: 3
Energy relative to the best compared isomer or geometry (same formula, charge and spin) in kJ/mol: 0.0